{"formula": "C5H5NS2", "method": "the ωB97M-V functional and the def2-TZVPD basis", "relative_energy_ev": 3.562, "lumo_energy_ev": -1.132, "energy_ev": -28422.4124, "homo_lumo_gap_ev": 7.74, "elements": ["C", "C", "C", "C", "C", "N", "S", "S", "H", "H", "H", "H", "H"], "positions_angstrom": [[-1.74181, -0.53954, -0.65987], [-1.64203, -2.18748, 1.21737], [-1.45189, -0.10558, 0.67042], [-1.27123, 1.19553, 0.85400], [2.40650, 1.13122, -1.16602], [-1.30104, -1.05760, 1.60964], [-1.00809, 2.68999, 0.85268], [-1.99126, -2.26998, -0.52817], [2.00835, 1.16707, -2.22817], [-1.66530, -3.13986, 1.87905], [3.16198, 0.37188, -1.10778], [1.63573, 0.74713, -0.57968], [2.86009, 1.99722, -0.81346]]}

{"formula": "C5H5O3", "method": "the ωB97M-V functional and the def2-TZVPD basis", "relative_energy_ev": 4.799, "lumo_energy_ev": 3.951, "energy_ev": -11404.6586, "charge": -1, "homo_lumo_gap_ev": 6.87, "elements": ["C", "C", "C", "C", "C", "O", "O", "O", "H", "H", "H", "H", "H"], "positions_angstrom": [[0.09088, 1.32661, -0.27684], [0.97070, -0.38973, 0.81080], [-0.03498, 1.78718, 1.03172], [0.63506, -0.08241, -0.60825], [-0.38618, -0.91806, -1.37364], [-1.21535, 1.33521, 0.55334], [0.31236, 2.43376, 1.98869], [-0.05366, -1.12549, 1.39229], [1.54587, 0.07011, -1.20058], [-0.59743, -0.46500, -2.34355], [-1.30687, -0.96968, -0.79679], [-0.00935, -1.93140, -1.52773], [0.04895, -1.07110, 2.35054]]}

{"formula": "C5H5O3S", "method": "the ωB97M-V functional and the def2-TZVPD basis", "smiles": "CCc1c([O-])osc1=O", "relative_energy_ev": 0.045, "lumo_energy_ev": 3.532, "energy_ev": -22244.7909, "charge": -1, "homo_lumo_gap_ev": 7.14, "elements": ["C", "C", "C", "C", "O", "O", "S", "C", "O", "H", "H", "H", "H", "H"], "positions_angstrom": [[-0.44220, 0.15140, 0.47245], [0.54454, 0.12958, -0.73916], [1.92523, 0.11416, -0.13095], [2.70995, 1.27050, 0.05813], [2.42206, 2.45873, 0.05917], [4.08702, 0.89413, 0.24474], [4.35442, -0.72366, 0.05848], [2.69888, -1.12919, -0.16221], [2.28625, -2.28234, -0.35728], [-0.36396, -0.68612, 1.17347], [-1.37741, 0.13856, -0.04007], [-0.22648, 0.91711, 1.13282], [0.36804, 0.85416, -1.48292], [0.36759, -0.72405, -1.34510]]}

{"formula": "C5H5O3Sc", "method": "the ωB97M-V functional and the def2-TZVPD basis", "relative_energy_ev": 0.000, "s_squared": 0.75, "lumo_energy_ev": [-5.055, -5.236], "energy_ev": -32098.1854, "spin_multiplicity": 2, "charge": 1, "homo_lumo_gap_ev": [6.98, 7.15], "elements": ["O", "C", "O", "Sc", "H", "O", "C", "C", "C", "C", "H", "H", "H", "H"], "positions_angstrom": [[1.46046, -0.54179, -1.77581], [1.43313, 0.37660, -0.95800], [1.55279, 0.14845, 0.33261], [-0.20004, -1.90686, -2.07619], [1.46103, 1.43221, -1.28328], [-2.06982, -2.20667, 0.52161], [-1.41030, -1.27476, -0.25900], [-1.21982, -0.06365, 0.21837], [-0.61694, 1.09231, 0.51951], [0.77771, 1.09294, 1.11789], [-2.14107, -3.02934, 0.03238], [-1.11262, 2.06200, 0.40905], [1.24059, 2.08803, 1.05041], [0.84489, 0.73054, 2.15045]]}

{"formula": "C5H5O3Yb", "method": "the ωB97M-V functional and the def2-TZVPD basis", "s_squared": 2.02, "lumo_energy_ev": [-4.937, -6.473], "energy_ev": -42925.1061, "spin_multiplicity": 3, "charge": 1, "homo_lumo_gap_ev": [5.37, 5.99], "elements": ["O", "C", "O", "Yb", "H", "O", "C", "C", "C", "C", "H", "H", "H", "H"], "positions_angstrom": [[1.28214, -0.53814, 1.11132], [1.34053, 0.73280, 0.99009], [0.40034, 1.48066, 1.67072], [0.03104, -1.95019, -0.00673], [2.35703, 1.16898, 1.01714], [-2.15564, -0.30113, -1.94637], [-0.93999, -0.19339, -1.29587], [-0.32717, 0.96648, -1.19917], [0.59661, 1.78630, -0.54239], [0.14590, 2.53186, 0.71385], [-2.48310, -1.19805, -1.85227], [1.35951, 2.28532, -1.15161], [0.78512, 3.40000, 0.93435], [-0.91656, 2.80090, 0.77385]]}

{"formula": "C5H6", "method": "the ωB97M-V functional and the def2-TZVPD basis", "smiles": "C1=CCC=C1", "relative_energy_ev": 2.547, "lumo_energy_ev": 0.792, "energy_ev": -5278.6520, "homo_lumo_gap_ev": 9.81, "elements": ["C", "C", "C", "C", "C", "H", "H", "H", "H", "H", "H"], "positions_angstrom": [[0.08220, -1.15535, -0.08531], [-1.04856, -0.57162, -0.32562], [-0.70244, 0.82321, -0.01930], [0.91037, 0.86786, -0.03190], [1.32227, -0.40307, -0.16892], [0.24874, -2.24222, 0.20155], [-1.97396, -0.99491, 0.25192], [-1.28700, 1.65969, -0.72023], [-1.08114, 1.01650, 1.09335], [1.34542, 1.93943, -0.36821], [2.18410, -0.93951, 0.17267]]}

{"formula": "C5H6", "method": "the ωB97M-V functional and the def2-TZVPD basis", "smiles": "C#C/C=C/C", "relative_energy_ev": 2.057, "lumo_energy_ev": 1.046, "energy_ev": -5279.1417, "homo_lumo_gap_ev": 10.02, "elements": ["C", "C", "C", "C", "C", "H", "H", "H", "H", "H", "H"], "positions_angstrom": [[-0.59014, 3.04714, -0.18270], [-0.47980, 1.80777, -0.09745], [-0.28306, 0.41579, 0.27719], [0.10541, -0.60762, -0.46112], [0.42239, -1.88628, 0.14576], [-0.58278, 4.05231, -0.43421], [-0.21190, 0.36851, 1.41846], [-0.02358, -0.57336, -1.57502], [0.51545, -1.66111, 1.27939], [-0.32912, -2.70687, -0.13084], [1.45713, -2.25628, -0.23948]]}

{"formula": "C5H6AuCl2MnO4S", "method": "the ωB97M-V functional and the def2-TZVPD basis", "s_squared": 12.06, "lumo_energy_ev": [-17.752, -20.994], "energy_ev": -84308.4090, "spin_multiplicity": 7, "charge": 4, "homo_lumo_gap_ev": [6.49, 3.57], "elements": ["Mn", "Au", "Cl", "Cl", "C", "C", "C", "O", "O", "O", "C", "S", "C", "O", "H", "H", "H", "H", "H", "H"], "positions_angstrom": [[2.27343, 2.90665, 0.45113], [0.00707, -0.50312, -1.68706], [0.69926, 1.38679, -0.38046], [4.05841, 2.28759, 1.71059], [-0.59458, -1.97815, -2.72504], [1.91862, 4.67607, 0.66736], [3.12376, 3.32164, -1.08972], [-1.06535, -2.85747, -3.30963], [1.80143, 5.83601, 0.59089], [3.97845, 3.53231, -1.85355], [-2.31336, -2.59608, 3.32633], [-1.30145, -1.34002, 2.52950], [-2.59224, -0.21023, 2.00503], [-0.53004, -0.65203, 3.60494], [-3.23311, -2.72948, 2.75636], [-2.51421, -2.29302, 4.35646], [-1.74858, -3.53124, 3.31868], [-2.79503, 0.47012, 2.83711], [-2.18364, 0.32470, 1.14060], [-3.47728, -0.78921, 1.72710]]}

{"formula": "C5H6AuLi2O4", "method": "the ωB97M-V functional and the def2-TZVPD basis", "s_squared": 2.02, "lumo_energy_ev": [-12.512, -17.555], "energy_ev": -17540.0755, "spin_multiplicity": 3, "charge": 3, "homo_lumo_gap_ev": [10.08, 4.32], "elements": ["O", "C", "O", "Li", "Li", "O", "Au", "C", "O", "C", "H", "H", "H", "C", "C", "H", "H", "H"], "positions_angstrom": [[0.97149, -0.10533, -0.86008], [1.44879, -1.13434, -0.29959], [1.99493, -1.03275, 0.83193], [1.58101, 0.92279, 1.21502], [3.38931, -2.06988, 1.47462], [0.09509, 2.04500, 1.29378], [-0.55825, 0.83188, -1.16618], [-0.85866, 2.12076, 0.50416], [-1.83306, 2.93288, 0.89670], [-3.01690, 2.99444, 0.10438], [-3.73748, 3.59312, 0.66916], [-2.81233, 3.48278, -0.85770], [-3.42902, 1.98895, -0.05663], [1.42247, -2.42454, -1.02339], [1.37710, -3.59688, -0.38711], [1.27294, -2.34992, -2.10182], [1.34108, -4.53451, -0.94110], [1.35149, -3.66444, 0.70385]]}